Entry from the Open Molecules 2025 dataset: a structure of composition C13H10FN3O3Tl (wB97M-V/def2-TZVPD).

Output
- ΔE to the lowest compared entry with this formula, charge and spin: 13.1 kcal/mol
- Energy: -31664.5445 eV

ORCA input file:
```
! RIJCOSX wB97M-V def2-TZVPD def2/J DEFGRID3
* xyz -1 1
Tl 0.36689 -0.28066 -0.89877
F -3.88921 -3.50182 -4.09885
C -3.16598 -3.12540 -3.00073
C -3.72425 -2.25199 -2.08838
C -2.99899 -1.88559 -0.96919
C -1.69462 -2.36668 -0.72422
C -0.91804 -1.93215 0.42304
C -1.16620 -3.22824 -1.70649
C -1.89329 -3.61209 -2.83027
H -4.71606 -1.85476 -2.26430
H -3.43021 -1.18040 -0.26767
H -0.13642 -2.62208 0.73760
H -1.45304 -1.43604 1.22524
H -0.15857 -3.61168 -1.57685
H -1.47087 -4.28071 -3.57065
O -1.65521 1.23628 -0.26602
N -2.18236 1.36866 -1.41242
O -3.26741 1.92959 -1.53274
O -1.57548 0.89525 -2.40067
N 6.04831 -0.30687 5.13625
C 5.16865 -0.21062 4.40468
C 4.05682 -0.08927 3.47888
C 3.96450 1.01445 2.64559
C 2.89768 1.06748 1.75888
N 1.97364 0.11769 1.67915
C 2.06229 -0.92669 2.49393
C 3.09195 -1.08090 3.41428
H 4.70063 1.80501 2.68278
H 2.78667 1.90360 1.07768
H 1.27611 -1.66773 2.39895
H 3.13821 -1.94747 4.05874
*
```

Mulliken atomic charge list, values in e, 5 entries: number 1, Tl, carries 0.588; number 2, F, carries -0.365; number 3, C, carries 0.439; number 4, C, carries -0.554; number 5, C, carries -0.340

Entry from the Open Molecules 2025 dataset: a cluster of 8 separate species, C72H88F9N10O6 in total in a non-equilibrium geometry (wB97M-V/def2-TZVPD).

Output
- ΔE to the lowest compared entry with this formula, charge and spin: 85.5 kcal/mol
- Energy: -127653.2680 eV

ORCA input file:
```
! RIJCOSX wB97M-V def2-TZVPD def2/J DEFGRID3
* xyz 7 1
C 5.34615 1.38834 -3.41782
O 4.09136 2.05101 -3.62550
O 5.08339 0.04497 -3.60760
C 6.56765 2.08282 -4.09922
F 6.20129 2.34176 -5.36985
F 6.96997 3.23117 -3.53789
F 7.66607 1.30685 -4.15298
C 3.83305 3.29372 -3.02023
C 3.55395 3.25184 -1.54139
H 4.40264 2.92296 -0.93900
H 3.00452 4.06809 -1.07460
H 2.87669 2.39184 -1.43037
H 2.93028 3.69199 -3.48858
H 4.62024 4.01307 -3.25866
H 5.51181 1.61411 -2.34542
C -2.54358 5.25669 5.84871
O -2.24957 5.58524 4.49496
O -3.82624 4.88348 6.04980
C -1.40565 4.40672 6.61371
F -0.18690 4.77079 6.13084
F -1.44938 4.64172 7.90786
F -1.45112 3.06515 6.43700
C -2.15031 4.44992 3.65615
C -1.90945 4.84275 2.23207
H -2.71611 5.41086 1.76585
H -0.92594 5.14216 1.86832
H -1.95198 3.88922 1.67854
H -3.05345 3.83809 3.74875
H -1.33885 3.76312 3.92071
H -2.45945 6.28621 6.22468
C -0.21940 0.66157 1.39987
O 1.18207 0.83799 1.25770
O -0.61349 -0.18356 0.40752
C -0.75516 0.48726 2.87576
F 0.00114 1.08033 3.82150
F -1.91583 1.15295 2.93295
F -0.89659 -0.79124 3.26901
C 1.80111 2.03390 1.71860
C 3.34086 1.78827 1.61543
H 3.58566 1.44375 0.60898
H 3.84146 2.72865 1.82938
H 3.63116 0.96052 2.26418
H 1.54247 2.39180 2.71376
H 1.61040 2.85646 1.02168
H -0.53087 1.65458 1.02620
C 2.90240 -1.90041 1.61140
N 2.32544 -3.00415 0.80541
C 3.14640 -3.92704 0.30435
C 2.62799 -4.86557 -0.58025
C 1.26012 -5.08602 -0.71438
C 0.46617 -4.07851 -0.14024
C 0.99640 -3.02744 0.62148
C 0.67442 -6.23672 -1.48548
C -0.69039 -6.27294 -1.85151
C -1.06754 -7.22288 -2.77968
N -0.22946 -8.20564 -3.18120
C 0.98661 -8.33340 -2.65558
C 1.48705 -7.31904 -1.86956
C -0.76771 -9.25308 -4.07349
H 3.58358 -2.31586 2.35340
H 2.11401 -1.44809 2.20879
H 3.35010 -1.16958 0.94336
H 4.19147 -3.85403 0.56529
H 3.32793 -5.56960 -1.00795
H -0.61379 -4.02275 -0.16350
H 0.42748 -2.29901 1.18610
H -1.38923 -5.51820 -1.52463
H -2.09827 -7.36817 -3.06911
H 1.64925 -9.11295 -3.00720
H 2.53261 -7.19864 -1.63208
H 0.03723 -9.37987 -4.79593
H -1.67001 -8.86405 -4.53542
H -0.95905 -10.14185 -3.47493
C -2.26444 0.07686 6.22592
N -3.67027 0.39842 6.45573
C -4.48684 -0.49425 7.07697
C -5.82534 -0.21894 7.18890
C -6.36374 0.95017 6.70655
C -5.49457 1.87365 6.10188
C -4.17586 1.57802 5.95845
C -7.82264 1.18205 6.67586
C -8.67387 0.84471 7.72694
C -10.01885 1.17407 7.71636
N -10.57126 1.73916 6.61671
C -9.72837 2.17555 5.62245
C -8.37382 1.92877 5.62524
C -12.02783 1.89247 6.49880
H -1.85188 0.28304 5.24217
H -2.08164 -0.93216 6.58859
H -1.73752 0.71624 6.93891
H -3.95265 -1.28999 7.57574
H -6.51778 -0.93954 7.60314
H -5.81063 2.84375 5.74227
H -3.48334 2.26489 5.48871
H -8.31847 0.42217 8.65703
H -10.61545 0.77861 8.52705
H -10.28216 2.61240 4.80491
H -7.83685 2.13585 4.71185
H -12.46229 2.62286 7.18109
H -12.52581 0.93212 6.61473
H -12.26447 2.29730 5.51600
C 2.31760 -0.23489 -2.56481
N 1.54068 -1.36704 -3.08420
C 0.27641 -1.47758 -2.60881
C -0.63938 -2.38163 -3.15340
C -0.30610 -3.09054 -4.29941
C 1.03809 -3.00775 -4.75976
C 1.92306 -2.12317 -4.13116
C -1.31032 -3.84527 -5.04818
C -0.94805 -4.99158 -5.81628
C -1.90445 -5.69684 -6.52201
N -3.19467 -5.23825 -6.53608
C -3.52880 -4.07301 -5.94636
C -2.62492 -3.35908 -5.16570
C -4.19249 -6.05650 -7.22490
H 3.38756 -0.46407 -2.66057
H 2.17969 -0.10246 -1.49287
H 2.29884 0.63761 -3.21965
H 0.12042 -0.74203 -1.82414
H -1.58206 -2.47549 -2.63209
H 1.37782 -3.52698 -5.64354
H 2.97574 -2.12797 -4.38450
H 0.08480 -5.30758 -5.80397
H -1.78067 -6.68287 -6.94646
H -4.53744 -3.71675 -6.09845
H -2.92310 -2.38777 -4.80092
H -4.24531 -7.00759 -6.69670
H -3.88612 -6.12796 -8.26691
H -5.17875 -5.60416 -7.14776
C 0.02453 2.40119 -2.18431
N -1.39367 2.68995 -2.21902
C -1.95054 3.44238 -1.25464
C -3.30144 3.74663 -1.19380
C -4.12543 3.23727 -2.15886
C -3.53886 2.56842 -3.23312
C -2.16882 2.25309 -3.23165
C -5.57622 3.36569 -2.03073
C -6.49550 2.39083 -2.38603
C -7.84658 2.55246 -2.15427
N -8.28170 3.63449 -1.48204
C -7.46895 4.72357 -1.28076
C -6.13271 4.54030 -1.52988
C -9.74766 3.76387 -1.21704
H 0.51543 1.85396 -2.98586
H 0.12595 1.64111 -1.39606
H 0.65853 3.22344 -1.86026
H -1.38857 3.59375 -0.34183
H -3.67315 4.27649 -0.32843
H -4.11274 2.29146 -4.10621
H -1.70672 1.72711 -4.05310
H -6.18937 1.47116 -2.86585
H -8.60485 1.86563 -2.50080
H -7.88317 5.60940 -0.82169
H -5.49586 5.39441 -1.33695
H -9.87269 4.24350 -0.24733
H -10.20744 2.78237 -1.14345
H -10.14003 4.42017 -1.99149
C 6.59173 3.47012 1.51460
N 7.47396 2.35596 1.05175
C 6.97151 1.45691 0.17928
C 7.84640 0.50869 -0.38693
C 9.21225 0.45963 -0.13237
C 9.68507 1.54042 0.62737
C 8.81670 2.42593 1.24682
C 10.10154 -0.39906 -0.93614
C 11.36340 0.02378 -1.31044
C 12.30445 -0.88652 -1.81442
N 11.94797 -2.15558 -2.04510
C 10.70534 -2.58166 -1.75742
C 9.75744 -1.76108 -1.14709
C 12.78743 -3.04345 -2.88561
H 7.13736 4.17143 2.14083
H 5.84059 3.05683 2.18570
H 6.15147 3.84427 0.59435
H 5.89923 1.35325 0.11988
H 7.39013 -0.33764 -0.88359
H 10.73205 1.54104 0.89880
H 9.16482 3.19304 1.92324
H 11.76289 0.99431 -1.05228
H 13.32045 -0.55155 -1.96947
H 10.52642 -3.64103 -1.86397
H 8.84478 -2.19289 -0.76756
H 13.77413 -3.19440 -2.45418
H 12.81194 -2.64854 -3.90085
H 12.31008 -4.00976 -3.03791
*
```

Mulliken atomic charge list, values in e, 5 entries: number 1, C, carries 1.226; number 2, O, carries -0.397; number 3, O, carries -0.923; number 4, C, carries 0.702; number 5, F, carries -0.269

no.,frontier orbital gap (eV),LUMO energy (hartree)
1,4.81,0.0616
2,1.06,-0.5368